Model 1:
12
Properties=species:S:1:pos:R:3 method="wB97M-V/def2-TZVPD" charge=0 homo_lumo_gap_ev=10.78 multiplicity=1
C -0.61084 1.11263 0.79316
O 0.36362 0.33422 -0.10985
N 1.71021 0.41968 0.19046
O 2.02855 1.22240 1.01409
O 2.39731 -0.29866 -0.46305
H -0.25401 2.13973 0.72046
H -1.58629 1.01841 0.33076
H -0.56632 0.78287 1.82942
C -0.86555 -1.68040 -1.07817
O -1.83361 -1.22267 -0.52738
H -0.57942 -1.41491 -2.10757
H -0.20364 -2.41330 -0.59234

***

Model 2:
12
Properties=species:S:1:pos:R:3 method="wB97M-V/def2-TZVPD" charge=0 homo_lumo_gap_ev=9.34 multiplicity=1
C 0.35547 0.70708 1.14365
C -0.98902 0.10151 1.41635
O -1.25621 -0.51964 2.43265
O -1.87687 0.26944 0.41368
H 0.75039 1.12667 2.07313
H 1.03297 -0.06043 0.76429
H 0.28082 1.52544 0.42253
H -1.49828 0.69045 -0.38502
O -0.37744 0.02672 -2.04286
N 0.18649 -1.06197 -2.18672
O 1.54588 -0.94664 -1.95005
H 1.84580 -1.85863 -2.10164

***

Model 3:
12
Properties=species:S:1:pos:R:3 method="wB97M-V/def2-TZVPD" charge=0 homo_lumo_gap_ev=9.02 multiplicity=1
O 0.92750 1.77966 0.57443
C 0.83735 0.53929 0.04660
N 0.91784 -0.49840 0.91194
O 1.30503 -1.62205 0.24836
H 0.30847 2.36201 0.08922
H 1.25189 0.44769 -0.96486
H 1.58317 -2.22975 0.95967
O -1.89326 1.37177 -0.33171
C -1.29785 0.28586 -0.21920
O -1.18020 -0.64479 -1.23486
H -1.36620 -0.27487 0.77090
H -1.39373 -1.51641 -0.85049

***

Structures ranked by computed energy, the most stable listed first: model 2, model 3, model 1.

***

Model 1:
12
Properties=species:S:1:pos:R:3 method="wB97M-V/def2-TZVPD" charge=0 homo_lumo_gap_ev=11.30 multiplicity=1
O -1.96245 0.69492 1.17962
C -1.62527 0.53036 0.03603
N -0.36369 0.27187 -0.49221
C 0.25195 -0.92411 0.16612
O 0.82443 -1.69060 -0.51875
O 0.22905 -0.83905 1.55010
H -2.30025 0.75426 -0.79433
H -0.22102 0.22721 -1.49099
H -0.74925 -0.84701 1.63170
O 2.12873 1.56237 -1.62237
H 2.24646 2.05189 -0.80138
H 2.46023 0.70525 -1.32172

***

Model 2:
12
Properties=species:S:1:pos:R:3 method="wB97M-V/def2-TZVPD" charge=0 homo_lumo_gap_ev=9.92 multiplicity=1
C -0.45614 0.39084 -0.57413
N -0.51387 -0.68794 0.36955
O -0.30971 -0.10484 1.58710
O 0.45723 -1.65771 0.05973
H -1.02729 1.14440 -0.22196
H 0.52700 0.73647 -0.57235
H -0.82681 0.07674 -1.54517
H -0.65220 -0.72953 2.28353
H 1.36470 -1.17579 -0.12694
O 1.20890 2.48939 1.04810
C 0.34453 2.62873 1.78272
O -0.45302 2.70608 2.58891

***

Structures ranked by computed energy, the most stable listed first: model 1, model 2.

***

Model 1:
6
Properties=species:S:1:pos:R:3 method="wB97M-V/def2-TZVPD" charge=0 homo_lumo_gap_ev=8.92 multiplicity=1
C -1.12328 0.12598 0.02789
C -0.27027 -0.87569 0.11641
C 1.13403 -0.06879 0.04084
C 0.23509 0.84639 0.12692
H -2.11161 0.37560 -0.15679
H 2.13603 -0.40348 -0.15527

***

Model 2:
6
Properties=species:S:1:pos:R:3 method="wB97M-V/def2-TZVPD" charge=0 homo_lumo_gap_ev=10.84 multiplicity=1
C 0.44773 -0.10235 0.01250
C 1.58187 -0.07546 0.41384
C -0.88071 -0.10356 -0.41550
C -2.03409 -0.23614 -0.93479
H 2.58326 -0.04674 0.78215
H -1.69807 0.56425 0.14180

***

Model 3:
6
Properties=species:S:1:pos:R:3 method="wB97M-V/def2-TZVPD" charge=0 homo_lumo_gap_ev=9.63 multiplicity=1
C -1.20589 -1.39892 -0.25611
C -0.32961 -0.65505 0.02463
C 0.36080 0.49747 0.19992
C 1.36999 1.33583 0.34324
H -1.79685 -2.14216 -0.65605
H 1.60156 2.36284 0.34437

***

Structures ranked by computed energy, the most stable listed first: model 3, model 2, model 1.

***

Model 1:
15
Properties=species:S:1:pos:R:3 method="wB97M-V/def2-TZVPD" charge=-1 homo_lumo_gap_ev=8.82 multiplicity=1
N 2.26094 -2.13244 -0.94809
C 1.36144 -1.16508 -0.44225
O 0.19121 -1.58048 -0.25464
O 1.80330 -0.00434 -0.29715
H 3.24359 -1.93749 -0.90508
H 1.95106 -3.07704 -0.81184
N -1.86985 0.14215 0.89472
C -1.62224 1.24902 -0.02667
N -0.38494 1.99101 0.12937
H -1.10118 -0.52293 0.73230
H -1.87196 0.47794 1.84978
H -1.59409 0.80308 -1.01485
H -2.45533 1.96012 0.01152
H -0.32359 2.44758 1.03085
H 0.41166 1.34888 0.05204

***

Model 2:
15
Properties=species:S:1:pos:R:3 method="wB97M-V/def2-TZVPD" charge=-1 homo_lumo_gap_ev=8.25 multiplicity=1
N -1.42428 0.37898 2.63464
C -0.71559 0.05566 1.42378
N -1.00983 0.81743 0.36395
O 0.13363 -0.83356 1.48838
H -2.40483 0.55190 2.46040
H -1.33854 -0.39979 3.26800
H -0.29460 0.81649 -0.68424
H -1.53747 1.62939 0.65022
N 1.89180 -0.93296 -1.48875
C 0.72345 -0.39728 -2.19635
O 0.26812 0.82599 -1.77102
H 1.63937 -1.03910 -0.50724
H 2.60710 -0.21128 -1.51303
H 1.00765 -0.32603 -3.25888
H -0.05202 -1.18124 -2.12881

***

Structures ranked by computed energy, the most stable listed first: model 1, model 2.

***

Model 1:
9
Properties=species:S:1:pos:R:3 method="wB97M-V/def2-TZVPD" charge=0 homo_lumo_gap_ev=7.05 multiplicity=1
N -2.11160 -1.09238 -0.06053
C -1.17788 -0.32436 0.05311
O 0.91459 -0.62259 0.60651
C 1.68221 0.12347 -0.06011
O 1.37234 1.11047 -0.73554
C -0.92681 0.93925 0.17036
N -0.69437 2.05958 0.30578
H -1.78808 -2.04046 -0.24883
H 2.72960 -0.15298 -0.03075

***

Model 2:
9
Properties=species:S:1:pos:R:3 method="wB97M-V/def2-TZVPD" charge=0 homo_lumo_gap_ev=9.24 multiplicity=1
O -2.14242 -0.14743 -0.15434
C -0.95936 0.02687 0.09762
C -0.09247 1.18004 -0.00925
N 1.27757 1.04165 -0.09649
O 1.87472 -0.12030 -0.14627
N 1.20019 -1.21238 0.09257
C -0.08302 -1.05669 -0.03918
H -0.47142 2.19312 0.37455
H -0.60378 -1.90488 -0.11921

***

Structures ranked by computed energy, the most stable listed first: model 1, model 2.

***

Model 1:
9
Properties=species:S:1:pos:R:3 method="wB97M-V/def2-TZVPD" charge=0 homo_lumo_gap_ev=10.52 multiplicity=1
O -2.53513 -0.58935 -0.57184
C -1.80773 0.15412 0.03465
C -0.31364 -0.01459 0.03436
N 0.58148 0.91924 0.13364
C 1.73963 0.19377 0.00813
N 1.56737 -1.09055 -0.13773
O 0.20283 -1.23392 -0.12470
H -2.16030 1.02013 0.62984
H 2.72549 0.64114 -0.00635

***

Model 2:
9
Properties=species:S:1:pos:R:3 method="wB97M-V/def2-TZVPD" charge=0 homo_lumo_gap_ev=8.85 multiplicity=1
O -1.27790 -2.03853 0.11313
C -0.64838 -1.05825 -0.01927
C 0.74060 -0.65763 -0.01541
C 0.87569 0.66964 -0.12164
N -0.33605 1.34412 -0.40568
O -1.22805 1.36206 0.68895
N -1.40780 0.47444 -0.37508
H 1.52022 -1.36718 0.18741
H 1.76167 1.27134 -0.05241

***

Structures ranked by computed energy, the most stable listed first: model 1, model 2.